Record 1
52
Properties=species:S:1:pos:R:3:nbo_charge:R:1 method="wB97M-V/def2-TZVPD" homo_energy_ev=-10.889 charge=+1 largest_force_ev_per_a=1.818 homo_lumo_gap_ev=5.704
C -2.04 -1.05 2.60 -0.7694
C -1.65 0.16 1.85 0.6294
C -2.62 1.28 1.68 -0.5442
C -0.25 0.26 1.38 -0.9550
Si 1.29 0.08 2.59 1.6627
C 2.87 0.00 1.57 -1.1154
C 1.37 1.59 3.70 -1.1272
C 1.25 -1.46 3.66 -1.1286
H -1.49 -1.94 2.25 0.2619
H -1.82 -0.89 3.66 0.2972
H -3.11 -1.29 2.54 0.2614
H -2.03 2.14 1.31 0.2387
H -3.03 1.51 2.68 0.2819
H 0.00 -0.58 0.70 0.3248
H -0.10 1.20 0.83 0.2712
H 3.74 -0.04 2.24 0.2647
H 2.90 -0.89 0.92 0.2486
H 2.98 0.90 0.93 0.2508
H 2.22 1.49 4.38 0.2642
H 1.51 2.50 3.11 0.2510
H 0.45 1.69 4.29 0.2402
H 2.16 -1.47 4.28 0.2687
H 0.39 -1.49 4.34 0.2370
H 1.25 -2.38 3.06 0.2486
C -6.87 7.09 0.73 -0.2578
O -7.02 5.88 1.50 -0.4864
C -6.23 4.81 1.23 0.3326
C -6.49 3.64 1.98 -0.2502
C -5.72 2.50 1.77 -0.1800
C -4.68 2.48 0.82 -0.1000
C -3.84 1.19 0.73 -0.2273
C -3.47 0.73 -0.69 0.0507
C -2.93 -0.56 -0.83 -0.2671
C -2.32 -0.96 -2.02 -0.1937
C -2.33 -0.10 -3.12 -0.2110
C -3.02 1.11 -3.05 -0.1888
C -3.65 1.49 -1.85 -0.2339
C -4.40 3.67 0.13 -0.1454
C -5.20 4.80 0.27 -0.3108
H -7.53 7.80 1.23 0.2137
H -5.84 7.46 0.74 0.1824
H -7.21 6.93 -0.30 0.1863
H -7.29 3.65 2.71 0.2381
H -5.93 1.60 2.35 0.2099
H -4.51 0.40 1.11 0.2226
H -2.96 -1.24 0.02 0.1976
H -1.84 -1.94 -2.07 0.2229
H -1.83 -0.39 -4.05 0.2292
H -3.09 1.77 -3.91 0.2296
H -4.25 2.40 -1.83 0.2336
H -3.55 3.72 -0.56 0.2112
H -5.05 5.66 -0.39 0.2288

***

Record 2
60
Properties=species:S:1:pos:R:3:nbo_charge:R:1 method="wB97M-V/def2-TZVPD" homo_energy_ev="-7.951 / -7.950" largest_force_ev_per_a=0.984 homo_lumo_gap_ev="6.930 / 6.929"
Au -0.34 -1.00 -0.55 1.1882
C -4.38 -0.47 -1.75 -0.2390
O -4.90 -0.78 -0.45 -0.5028
C -4.22 -1.46 0.50 0.2440
C -4.95 -1.72 1.65 -0.2199
C -4.41 -2.42 2.72 -0.2260
C -3.11 -2.87 2.65 -0.1819
C -2.34 -2.61 1.52 -0.1882
C -0.93 -2.99 1.60 0.1511
N -0.02 -2.52 0.84 -0.3816
N 1.32 -2.84 1.07 -0.3994
C 2.07 -1.98 0.44 0.5549
O 1.68 -1.05 -0.39 -0.7424
C 3.54 -2.05 0.64 -0.0635
C 4.39 -1.41 -0.26 -0.1870
C 5.76 -1.47 -0.09 -0.2179
C 6.30 -2.17 0.99 -0.1933
C 5.45 -2.80 1.89 -0.2199
C 4.08 -2.75 1.72 -0.1774
C -2.89 -1.91 0.41 0.3264
O -2.18 -1.74 -0.72 -0.7327
H -5.21 0.00 -2.27 0.1866
H -4.07 -1.37 -2.27 0.1907
H -3.54 0.22 -1.69 0.1906
H -5.97 -1.35 1.69 0.2279
H -5.01 -2.59 3.60 0.2188
H -2.67 -3.40 3.48 0.2115
H -0.62 -3.64 2.42 0.2045
H 3.97 -0.87 -1.09 0.2285
H 6.42 -0.98 -0.79 0.2156
H 7.37 -2.22 1.12 0.2142
H 5.87 -3.34 2.73 0.2154
H 3.41 -3.24 2.41 0.2317
C 2.54 2.08 -0.88 -1.1381
Si 1.29 1.91 -2.25 1.4089
C 0.99 3.56 -3.09 -1.1262
C 1.90 0.64 -3.47 -1.1288
As -0.84 1.13 -1.61 -0.5027
Si -1.53 2.38 0.28 1.4059
C -0.23 3.54 0.96 -1.1287
C -3.00 3.36 -0.32 -1.1272
C -2.05 1.20 1.63 -1.1321
H 3.50 2.39 -1.31 0.2344
H 2.68 1.11 -0.40 0.2590
H 2.25 2.80 -0.12 0.2379
H 1.91 3.89 -3.57 0.2397
H 0.68 4.32 -2.38 0.2360
H 0.22 3.47 -3.86 0.2436
H 2.83 0.97 -3.93 0.2357
H 1.17 0.45 -4.26 0.2431
H 2.09 -0.31 -2.95 0.2473
H 0.17 4.21 0.20 0.2373
H 0.60 2.98 1.39 0.2418
H -0.68 4.16 1.74 0.2394
H -2.74 4.00 -1.16 0.2414
H -3.39 3.98 0.49 0.2371
H -3.79 2.68 -0.65 0.2439
H -1.23 0.54 1.92 0.2364
H -2.89 0.58 1.33 0.2456
H -2.35 1.77 2.52 0.2417

***

Here are the calculated relative energy (zero: lowest compared OMol25 entry of this formula, charge and spin) numbers, same order: 26.04 0.94 (kcal per mole).